(1)
A cluster of 2 separate species, C5H14 in total at a distorted geometry. Source: the Open Molecules 2025 dataset; level of theory: the ωB97M-V functional and the def2-TZVPD basis.

Properties
Energy above the lowest of the compared OMol25 structures with the same formula, charge and spin   4.9 kcal per mole
Calculated total energy   -198.82478 Ha
⟨S²⟩   0.750
Frontier orbital gap (spin up / spin down)   0.09505 / 0.43532 Ha

```
! wB97M-V def2-TZVPD RIJCOSX def2/J DEFGRID3
* xyz -1 2
C -1.971 -0.163 0.249
C -3.116 -0.781 -0.526
C -1.055 0.774 -0.515
H -2.298 0.352 1.154
H -1.343 -0.953 0.645
H -3.354 -1.781 -0.172
H -0.178 1.090 0.058
H -2.850 -0.877 -1.590
H -4.063 -0.240 -0.519
H -0.687 0.351 -1.461
H -1.513 1.714 -0.856
C 3.264 0.565 0.128
C 2.314 -0.446 0.752
H 2.937 1.608 0.268
H 4.265 0.499 0.563
H 3.406 0.479 -0.950
H 2.831 -1.358 1.082
H 1.573 -0.805 0.045
H 1.838 -0.030 1.645
*
```

Charges obtained by Mulliken population analysis, quoted in units of e: number 1, C, carries -0.3139; number 2, C, carries -1.4627; number 3, C, carries -2.1093; number 4, H, carries 0.4411; number 5, H, carries 0.2310; number 6, H, carries 0.3850; number 7, H, carries 0.1495; number 8, H, carries 0.3802; number 9, H, carries 0.3699; number 10, H, carries 0.6301; number 11, H, carries 0.9300; number 12, C, carries -1.9429; number 13, C, carries -2.2956; number 14, H, carries 0.4820; number 15, H, carries 0.5246; number 16, H, carries 0.7125; number 17, H, carries 1.4798; number 18, H, carries 0.0013; number 19, H, carries 0.4073

(2)
The molecule C3H5IO at a distorted geometry. Source: the Open Molecules 2025 dataset; level of theory: the ωB97M-V functional and the def2-TZVPD basis.

Properties
Energy above the lowest of the compared OMol25 structures with the same formula, charge and spin   16.1 kcal per mole
Calculated total energy   -490.18721 Ha
SMILES   CC(=O)CI
Frontier orbital gap   0.34691 Ha

```
! wB97M-V def2-TZVPD RIJCOSX def2/J DEFGRID3
* xyz 0 1
C -0.739 -0.716 -0.704
C -0.529 0.694 -0.219
O -1.163 1.674 -0.432
C 0.835 0.597 0.956
I 2.556 -0.283 -0.053
H -1.222 -0.654 -1.769
H 0.105 -1.418 -0.642
H -1.410 -1.385 -0.236
H 1.212 1.567 1.372
H 0.356 -0.076 1.726
*
```

Charges obtained by Mulliken population analysis, quoted in units of e: number 1, C, carries -0.9679; number 2, C, carries 0.6534; number 3, O, carries -0.4603; number 4, C, carries -0.8450; number 5, I, carries 0.0451; number 6, H, carries 0.2690; number 7, H, carries 0.2725; number 8, H, carries 0.3258; number 9, H, carries 0.3685; number 10, H, carries 0.3389

(3)
The molecule C2H3NS3 at a distorted geometry. Source: the Open Molecules 2025 dataset; level of theory: the ωB97M-V functional and the def2-TZVPD basis.

Properties
Energy above the lowest of the compared OMol25 structures with the same formula, charge and spin   28.9 kcal per mole
Calculated total energy   -1327.27051 Ha
SMILES   S=CNSC=S
Frontier orbital gap   0.29309 Ha

```
! wB97M-V def2-TZVPD RIJCOSX def2/J DEFGRID3
* xyz 0 1
S 3.054 -0.810 0.079
C 1.872 0.302 -0.105
N 0.513 0.044 -0.065
S -0.810 1.118 0.003
C -2.087 -0.004 0.179
S -1.834 -1.607 -0.032
H 2.124 1.395 -0.088
H 0.289 -0.918 -0.215
H -3.120 0.478 0.243
*
```

Charges obtained by Mulliken population analysis, quoted in units of e: number 1, S, carries -0.2906; number 2, C, carries -0.0372; number 3, N, carries -0.1541; number 4, S, carries 0.1060; number 5, C, carries -0.0296; number 6, S, carries -0.3404; number 7, H, carries 0.2295; number 8, H, carries 0.2307; number 9, H, carries 0.2856

(4)
A cluster of 11 separate species, C44H110O22 in total at a distorted geometry. Source: the Open Molecules 2025 dataset; level of theory: the ωB97M-V functional and the def2-TZVPD basis.

Properties
Energy above the lowest of the compared OMol25 structures with the same formula, charge and spin   87.2 kcal per mole
Calculated total energy   -3396.65927 Ha
⟨S²⟩   0.755
Frontier orbital gap (spin up / spin down)   0.32016 / 0.09825 Ha

```
! wB97M-V def2-TZVPD RIJCOSX def2/J DEFGRID3
* xyz 1 2
C 4.177 -0.046 0.318
O 5.346 0.039 -0.521
C 5.671 1.437 -0.861
C 6.852 1.533 -1.805
O 8.207 1.523 -1.236
C 8.676 0.290 -0.870
H 3.350 0.434 -0.205
H 4.396 0.463 1.257
H 4.105 -1.118 0.500
H 5.974 1.965 0.042
H 4.815 1.936 -1.316
H 6.866 2.498 -2.312
H 6.854 0.694 -2.501
H 9.547 0.291 -0.215
H 8.884 -0.371 -1.712
H 8.059 -0.295 -0.187
C -0.512 -2.231 -5.854
O -1.388 -3.058 -5.085
C -2.372 -3.690 -5.873
C -1.740 -4.827 -6.730
O -0.791 -4.343 -7.702
C 0.080 -5.305 -8.301
H 0.391 -2.773 -6.135
H -0.306 -1.333 -5.271
H -1.154 -1.938 -6.684
H -2.991 -3.117 -6.563
H -3.013 -4.224 -5.172
H -2.503 -5.451 -7.194
H -1.301 -5.457 -5.956
H -0.488 -6.180 -8.617
H 0.854 -5.487 -7.555
H 0.400 -4.896 -9.259
C -0.308 -4.936 -2.240
O -0.856 -6.197 -1.915
C -1.984 -6.597 -2.731
C -2.452 -8.042 -2.527
O -3.547 -8.405 -3.339
C -3.814 -9.833 -3.072
H -0.895 -4.065 -1.951
H 0.014 -4.807 -3.273
H 0.625 -4.861 -1.681
H -1.664 -6.539 -3.772
H -2.854 -5.943 -2.675
H -2.528 -8.308 -1.472
H -1.496 -8.510 -2.762
H -4.700 -9.923 -2.443
H -2.993 -10.221 -2.469
H -4.040 -10.409 -3.969
C 3.010 4.198 -0.483
O 3.057 5.285 -1.409
C 4.088 6.275 -1.254
C 5.493 5.715 -1.554
O 6.151 5.011 -0.482
C 7.599 4.925 -0.641
H 2.055 4.138 0.038
H 3.835 4.135 0.227
H 3.055 3.248 -1.016
H 3.950 6.712 -0.265
H 3.855 7.145 -1.869
H 6.216 6.446 -1.915
H 5.569 5.057 -2.419
H 8.154 5.856 -0.751
H 7.856 4.429 -1.577
H 8.043 4.327 0.154
C -7.286 2.501 -4.729
O -8.027 1.294 -4.624
C -8.546 1.076 -3.336
C -7.518 0.572 -2.232
O -6.594 1.678 -1.905
C -5.349 1.257 -1.355
H -7.136 2.536 -5.808
H -6.374 2.475 -4.132
H -7.892 3.380 -4.509
H -9.300 0.298 -3.454
H -9.138 1.885 -2.907
H -6.925 -0.210 -2.706
H -7.990 0.181 -1.331
H -4.739 2.154 -1.457
H -4.952 0.353 -1.816
H -5.417 0.913 -0.323
C 2.075 6.069 6.169
O 2.610 6.720 5.054
C 1.838 7.710 4.378
C 1.530 7.285 2.899
O 0.731 6.136 3.152
C 0.536 5.333 1.965
H 1.574 6.701 6.903
H 2.856 5.622 6.783
H 1.342 5.287 5.970
H 2.481 8.588 4.319
H 0.951 7.959 4.961
H 2.511 7.065 2.478
H 1.087 8.148 2.402
H -0.526 5.176 1.777
H 1.053 4.374 1.980
H 0.934 5.732 1.032
C 1.143 2.316 -3.356
O 2.376 1.759 -2.892
C 2.731 0.558 -3.549
C 3.073 0.513 -5.108
O 3.751 1.727 -5.428
C 5.008 2.129 -4.977
H 0.885 3.079 -2.622
H 0.229 1.729 -3.442
H 1.230 2.787 -4.335
H 2.155 -0.313 -3.237
H 3.697 0.297 -3.118
H 2.094 0.501 -5.586
H 3.583 -0.356 -5.524
H 5.268 3.082 -5.437
H 5.919 1.555 -5.149
H 5.161 2.277 -3.908
C -2.008 -1.339 -2.354
O -0.725 -1.039 -1.864
C -0.249 -1.523 -0.648
C -0.759 -0.754 0.566
O -0.759 0.663 0.448
C 0.506 1.332 0.123
H -2.399 -0.512 -2.946
H -2.652 -1.328 -1.475
H -1.994 -2.210 -3.009
H 0.838 -1.470 -0.703
H -0.523 -2.570 -0.518
H -0.214 -0.965 1.486
H -1.742 -1.112 0.870
H 1.186 1.171 0.959
H 0.177 2.369 0.043
H 0.984 1.109 -0.831
C -3.843 0.217 3.029
O -4.900 1.113 2.879
C -4.696 2.480 2.330
C -4.021 3.262 3.493
O -2.622 3.099 3.452
C -1.913 3.643 4.563
H -3.387 -0.103 2.092
H -4.292 -0.509 3.706
H -3.045 0.747 3.551
H -5.529 3.152 2.124
H -4.181 2.332 1.381
H -4.490 3.011 4.444
H -4.196 4.318 3.288
H -0.851 3.655 4.321
H -2.128 3.130 5.500
H -2.035 4.725 4.630
C -4.568 -5.393 6.509
O -3.326 -4.641 6.811
C -3.549 -3.304 7.406
C -2.727 -2.263 6.633
O -3.118 -2.460 5.255
C -1.956 -2.538 4.459
H -5.081 -5.603 7.447
H -4.522 -6.325 5.946
H -5.194 -4.720 5.924
H -3.492 -3.263 8.494
H -4.569 -2.924 7.345
H -1.681 -2.444 6.879
H -3.059 -1.261 6.905
H -1.444 -3.494 4.566
H -1.315 -1.702 4.739
H -2.186 -2.632 3.397
C 0.633 -3.772 7.462
O 1.053 -2.868 6.491
C 1.794 -3.398 5.422
C 2.319 -2.219 4.581
O 1.321 -1.327 4.170
C 1.885 -0.043 3.848
H 1.508 -4.186 7.962
H 0.019 -4.613 7.140
H 0.009 -3.177 8.129
H 1.192 -4.028 4.767
H 2.537 -4.176 5.594
H 2.791 -2.610 3.680
H 3.159 -1.786 5.124
H 2.524 -0.153 2.972
H 2.293 0.502 4.699
H 1.069 0.569 3.464
*
```

Mulliken atomic charge list, values in e, 99 entries: number 1, C, carries -0.4465; number 2, O, carries -0.5130; number 3, C, carries 1.0312; number 4, C, carries -1.0522; number 5, O, carries -0.4064; number 6, C, carries -0.7422; number 7, H, carries 0.0172; number 8, H, carries 0.3614; number 9, H, carries 0.3068; number 10, H, carries 0.6075; number 11, H, carries -0.7306; number 12, H, carries 0.0356; number 13, H, carries 0.5908; number 14, H, carries 0.3540; number 15, H, carries 0.2852; number 16, H, carries 0.2202; number 17, C, carries -0.5381; number 18, O, carries -0.1102; number 19, C, carries -0.6469; number 20, C, carries -0.5657; number 21, O, carries -0.3516; number 22, C, carries -0.7496; number 23, H, carries 0.1909; number 24, H, carries 0.0213; number 25, H, carries 0.4300; number 26, H, carries 0.3514; number 27, H, carries 0.4274; number 28, H, carries 0.4590; number 29, H, carries 0.2979; number 30, H, carries 0.3011; number 31, H, carries 0.3025; number 32, H, carries 0.2561; number 33, C, carries -0.2963; number 34, O, carries -0.4317; number 35, C, carries 0.0157; number 36, C, carries -0.6504; number 37, O, carries -0.3728; number 38, C, carries -0.6806; number 39, H, carries -0.0265; number 40, H, carries 0.2659; number 41, H, carries 0.3500; number 42, H, carries -0.0323; number 43, H, carries 0.3080; number 44, H, carries 0.3966; number 45, H, carries 0.3266; number 46, H, carries 0.2586; number 47, H, carries 0.3406; number 48, H, carries 0.2380; number 49, C, carries 0.6424; number 50, O, carries -0.4098; number 51, C, carries -0.4505; number 52, C, carries -0.4394; number 53, O, carries -0.2761; number 54, C, carries -0.9216; number 55, H, carries -0.4193; number 56, H, carries 0.4714; number 57, H, carries -0.4654; number 58, H, carries 0.1263; number 59, H, carries 0.3687; number 60, H, carries 0.5845; number 61, H, carries 0.2127; number 62, H, carries 0.3684; number 63, H, carries 0.3328; number 64, H, carries 0.2945; number 65, C, carries -0.5651; number 66, O, carries -0.3576; number 67, C, carries -0.6229; number 68, C, carries -0.4921; number 69, O, carries -0.3742; number 70, C, carries -0.5491; number 71, H, carries 0.2407; number 72, H, carries 0.1914; number 73, H, carries 0.2914; number 74, H, carries 0.3887; number 75, H, carries 0.3611; number 76, H, carries 0.3160; number 77, H, carries 0.3839; number 78, H, carries 0.3249; number 79, H, carries 0.2417; number 80, H, carries 0.2404; number 81, C, carries -0.6217; number 82, O, carries -0.3302; number 83, C, carries -0.7493; number 84, C, carries -0.2525; number 85, O, carries -0.2629; number 86, C, carries -0.8507; number 87, H, carries 0.3399; number 88, H, carries 0.2990; number 89, H, carries 0.1293; number 90, H, carries 0.3949; number 91, H, carries 0.4026; number 92, H, carries 0.1897; number 93, H, carries 0.3492; number 94, H, carries 0.2643; number 95, H, carries 0.2689; number 96, H, carries 0.4851; number 97, C, carries -1.0351; number 98, O, carries 0.5635; number 99, C, carries -0.3059

(5)
A structure of composition C4H11FeO4 at a distorted geometry. Source: the Open Molecules 2025 dataset; level of theory: the ωB97M-V functional and the def2-TZVPD basis.

Properties
Calculated total energy   -1722.77731 Ha
⟨S²⟩   8.766
Frontier orbital gap (spin up / spin down)   0.36764 / 0.27521 Ha

```
! wB97M-V def2-TZVPD RIJCOSX def2/J DEFGRID3
* xyz 2 6
O -1.425 1.995 -0.048
C -2.040 1.019 0.740
C -2.057 -0.370 0.114
O -0.781 -0.539 -0.519
C -0.268 -1.854 -0.649
Fe -0.293 1.178 -1.320
H -3.078 1.278 1.011
H -1.432 0.935 1.663
H -2.842 -0.506 -0.645
H -2.201 -1.143 0.882
H 0.802 -1.733 -0.846
H -0.336 -2.395 0.305
H -0.897 -2.386 -1.377
O 1.425 1.711 -0.593
H 1.329 2.285 0.324
C 2.840 0.077 0.258
O 2.309 0.660 -0.920
H 2.049 -0.399 0.856
H 3.567 -0.659 -0.110
H 3.330 0.845 0.871
*
```

Charges obtained by Mulliken population analysis, quoted in units of e: number 1, O, carries -0.4031; number 2, C, carries -0.1762; number 3, C, carries -0.2985; number 4, O, carries -0.1420; number 5, C, carries -0.6811; number 6, Fe, carries 1.0506; number 7, H, carries 0.4052; number 8, H, carries 0.3112; number 9, H, carries 0.3325; number 10, H, carries 0.3988; number 11, H, carries 0.2600; number 12, H, carries 0.3245; number 13, H, carries 0.3304; number 14, O, carries -0.4392; number 15, H, carries 0.4609; number 16, C, carries -0.6192; number 17, O, carries -0.0438; number 18, H, carries 0.3007; number 19, H, carries 0.2815; number 20, H, carries 0.3465